No. 1
64
Properties=species:S:1:pos:R:3:forces:R:3:nbo_charge:R:1 method="wB97M-V/def2-TZVPD" gap_ev=6.565 molar_mass_g_mol=517.5 de_lowest_kcal_mol=0.00 charge=-1
Ca 10.6589 6.8658 11.0399 0.1448 0.1021 0.2208 1.747
C 9.6989 8.5383 17.2340 0.2052 0.8203 0.3497 -0.649
C 10.3719 7.2259 17.0776 0.7019 -1.0872 -0.7462 0.016
C 10.7254 6.5189 18.2386 -0.4926 0.2530 -0.7249 -0.219
C 11.3425 5.2843 18.1775 0.3809 -0.2009 0.2539 -0.206
C 11.7260 4.7670 16.9608 -0.1083 0.2053 -0.9238 -0.228
C 11.4071 5.4507 15.7740 -0.1130 -0.0117 0.7116 -0.177
C 10.6971 6.6534 15.8060 0.2669 0.4010 0.6792 -0.328
P 10.2865 7.4180 14.1729 -0.1110 0.4782 0.1777 0.790
C 8.5445 7.9374 14.4753 -0.1604 -0.9275 -0.2507 -0.331
C 8.1703 9.2595 14.4437 0.0624 0.7240 -0.3852 -0.202
C 6.8284 9.6341 14.4661 0.1208 0.0602 0.4164 -0.221
C 5.8655 8.6700 14.5904 -0.3799 -1.0943 -0.4148 -0.208
C 6.2217 7.3124 14.5433 0.2197 1.0970 0.5694 -0.223
C 7.5463 6.9290 14.5222 0.4149 0.1100 -0.5243 0.010
C 7.9076 5.4675 14.4474 -0.1538 0.0866 0.2033 -0.649
C 11.2783 8.9470 14.0207 0.1932 -0.4622 0.3628 -0.452
C 12.2306 9.2976 14.9929 0.0896 0.0198 -0.7749 -0.175
C 13.2521 10.1689 14.6956 0.1270 0.2566 0.1520 -0.304
C 13.3280 10.7451 13.4149 1.3517 0.0562 1.1612 -0.172
C 12.4028 10.4541 12.4849 -1.0861 -0.3535 -0.0745 -0.259
C 11.3140 9.5629 12.7436 -0.3551 0.4541 -0.4374 0.031
C 10.3160 9.3180 11.7362 0.0747 0.2846 -0.5271 -0.973
H 9.9137 8.8660 18.2445 0.0233 0.3261 0.2648 0.206
H 8.6265 8.4493 17.1794 -0.4845 -0.0361 -0.2555 0.231
H 10.0238 9.3436 16.5527 -0.1085 -0.6025 0.1296 0.240
H 10.4692 6.9431 19.1943 -0.0385 0.1310 0.2437 0.201
H 11.5848 4.7297 19.0833 -0.0882 0.2111 -0.0895 0.206
H 12.2820 3.8426 16.9157 -0.0106 -0.1218 -0.0549 0.210
H 11.7055 5.0418 14.8187 0.0170 -0.0491 -0.0787 0.226
H 8.9530 10.0079 14.3326 -0.1365 -0.0096 0.0667 0.232
H 6.4907 10.6538 14.4149 0.3173 0.3979 0.0165 0.206
H 4.8133 8.9279 14.6424 0.0574 0.0810 -0.0481 0.201
H 5.4556 6.5762 14.5639 -0.5191 -0.5915 0.0131 0.201
H 7.0027 4.8589 14.4222 -0.0009 0.0116 0.0069 0.211
H 8.4748 5.1907 15.3435 0.0808 -0.1490 -0.2838 0.223
H 8.4797 5.2419 13.5380 0.0493 0.0669 0.2604 0.242
H 12.2044 8.8377 15.9579 -0.0012 -0.2785 0.4395 0.202
H 14.0055 10.3982 15.4355 0.0287 0.0174 0.0869 0.196
H 14.1976 11.3829 13.1952 -0.5643 -0.1601 -0.0356 0.196
H 12.4526 10.9462 11.5439 -0.0530 0.1470 -0.8239 0.199
H 10.2171 10.0923 10.9418 0.3549 -0.6053 0.4647 0.208
H 9.3245 9.0757 12.1038 -0.1690 -0.0441 0.1657 0.200
F 13.3780 6.7093 11.9908 -0.6920 -0.2330 -0.2543 -0.555
B 13.2673 5.9810 10.7945 1.1050 -0.2808 -0.0983 1.311
F 12.2356 4.9956 10.8795 -0.4429 0.1558 0.5375 -0.586
F 14.4539 5.3853 10.4679 0.1828 -0.0560 -0.1307 -0.542
F 12.8087 6.8516 9.7680 -0.3631 0.4071 0.0003 -0.583
C 9.0756 4.7772 8.0136 -0.0609 0.0217 -0.2543 -1.107
Si 8.0326 6.1229 8.8023 -0.0012 -0.4679 0.0551 1.633
C 6.2647 5.9000 8.1863 -0.1700 0.5549 -0.1149 -1.111
C 8.5187 7.7795 8.1064 -0.0088 -0.1305 -0.3631 -1.116
C 8.3896 6.0106 10.5634 0.1724 -1.2193 0.6158 -1.630
H 8.9702 4.6853 6.9304 0.0364 0.0092 -0.0058 0.217
H 8.8194 3.8293 8.4677 -0.2285 -0.4046 0.0707 0.225
H 10.1231 4.9183 8.2581 0.3405 0.1611 -0.0927 0.226
H 6.2254 5.9539 7.1069 0.1420 -0.0844 -0.5594 0.213
H 5.6067 6.7176 8.5066 0.0763 -0.1687 0.2851 0.221
H 5.8258 4.9557 8.4641 -0.2089 -0.3748 0.2941 0.222
H 8.2842 7.8752 7.0468 0.3033 -0.1009 -0.2045 0.223
H 9.5404 8.0728 8.3162 0.3503 0.0633 -0.1749 0.217
H 7.8922 8.4996 8.5800 -0.5393 0.7959 0.5970 0.228
H 8.2982 4.9264 10.9082 0.0872 1.1101 -0.3576 0.219
H 7.7671 6.6149 11.2192 -0.2287 0.2274 0.1924 0.220

=====

No. 2
64
Properties=species:S:1:pos:R:3:forces:R:3:nbo_charge:R:1 method="wB97M-V/def2-TZVPD" gap_ev=6.722 molar_mass_g_mol=517.5 de_lowest_kcal_mol=18.88 charge=-1
Ca -0.1863 0.8064 -1.7041 0.3466 -0.1259 0.1389 1.741
C 1.7275 0.9334 1.7126 -0.0111 1.5735 0.2447 -0.646
C 0.9491 0.4676 2.9006 -0.3518 -1.0004 -0.6372 0.020
C 1.4577 0.5278 4.1793 -0.0376 0.8368 -0.0553 -0.217
C 0.7249 0.1452 5.2914 0.3216 0.1960 1.2228 -0.202
C -0.5096 -0.4797 5.1811 -0.0055 0.1893 -1.9931 -0.237
C -0.9970 -0.5913 3.8506 -0.9118 -0.4699 0.9733 -0.178
C -0.3154 -0.1198 2.7439 0.4522 -0.0982 0.7637 -0.378
P -1.0315 -0.2927 1.1224 -1.5575 0.1823 -0.7839 0.800
C -2.8505 -0.5916 1.4970 1.3839 -0.4978 -0.7108 -0.304
C -3.4458 -1.8193 1.1837 0.9508 0.3001 -0.2622 -0.190
C -4.8214 -1.9458 1.2380 0.0677 -1.7277 -0.4605 -0.233
C -5.5438 -0.9123 1.7486 -0.2804 1.5680 0.8012 -0.206
C -4.9418 0.2878 2.1153 -0.5406 0.7537 -0.2562 -0.216
C -3.5895 0.4961 1.9158 -0.0328 0.1059 0.7316 -0.018
C -2.9103 1.7604 2.3318 -1.0033 0.7395 1.2132 -0.650
C -0.4872 -1.8646 0.4751 0.2360 0.9158 0.9090 -0.473
C 0.4789 -2.5854 1.1788 0.4184 -1.6866 -2.1852 -0.173
C 1.1606 -3.6465 0.5359 -2.3399 1.3167 -0.7339 -0.294
C 0.6946 -3.9160 -0.7931 1.5090 -0.5334 1.3501 -0.188
C -0.2819 -3.2257 -1.4291 -0.5497 0.5980 -0.9398 -0.247
C -0.8976 -2.0877 -0.8428 -0.1106 -0.4751 -1.0605 0.008
C -1.7614 -1.2143 -1.5962 -0.2168 1.0246 2.7212 -0.963
H 2.4081 1.7057 2.0418 0.2944 0.4193 0.2043 0.214
H 1.1163 1.4337 0.9518 -0.0603 -0.2931 0.1878 0.233
H 2.3762 0.2438 1.2266 0.1367 -1.1484 -0.3487 0.239
H 2.4010 1.0376 4.3010 0.2280 -0.0414 0.2261 0.204
H 1.1502 0.4426 6.2668 -0.2993 -0.6025 -0.4142 0.205
H -1.0849 -0.8741 6.0062 0.0664 0.2090 0.1186 0.216
H -1.9946 -1.0167 3.6122 0.7531 0.0928 0.6969 0.226
H -2.7590 -2.6185 0.8649 -0.6797 0.2615 0.0246 0.240
H -5.3190 -2.8675 0.8701 0.4103 0.6400 0.4813 0.212
H -6.5845 -0.9327 1.9647 -0.8552 -0.5163 -0.3062 0.202
H -5.5716 1.1322 2.4544 0.3786 -0.6227 -0.0377 0.201
H -3.6531 2.5432 2.5947 0.3914 -0.1438 -0.8864 0.215
H -2.1001 2.0871 1.7063 -0.0322 0.3976 -0.7702 0.241
H -2.4214 1.6652 3.2946 0.2084 -0.6035 0.3717 0.226
H 0.6415 -2.2512 2.1558 0.6595 0.0425 1.4278 0.205
H 1.8621 -4.3141 0.9825 0.4680 -0.0252 0.3851 0.204
H 1.2308 -4.7038 -1.2969 -0.1512 -0.2967 -0.3412 0.195
H -0.5749 -3.4587 -2.4613 0.2539 -0.1012 0.4058 0.200
H -2.6524 -0.7682 -1.0889 0.8592 -0.3775 -0.2652 0.210
H -2.0085 -1.4840 -2.5560 -0.4372 -0.9928 -2.2464 0.199
F 0.2287 2.9769 -0.9055 -0.4131 0.3259 -0.4150 -0.618
B -0.5153 3.7625 -1.9315 -0.4955 -1.0483 0.9958 1.357
F -1.5700 4.4088 -1.3401 -0.2271 -0.3121 0.0380 -0.547
F -1.0032 2.6635 -2.8084 0.1989 0.7016 0.2332 -0.616
F 0.3024 4.6148 -2.5466 0.8244 0.3696 -0.8481 -0.530
C 3.6707 2.4910 -2.7848 0.6721 -0.0011 0.6669 -1.124
Si 3.1592 0.8683 -3.5748 0.3275 -0.9448 1.3482 1.642
C 4.7862 -0.0264 -3.9999 0.2012 1.0290 -0.0382 -1.110
C 2.4065 1.0430 -5.2529 -1.4646 -0.0321 -0.9834 -1.134
C 2.0656 -0.0135 -2.3787 -0.1523 1.0376 -0.5486 -1.599
H 4.6971 2.8191 -3.0591 -0.7536 0.0800 -0.1131 0.217
H 3.6444 2.4741 -1.6797 0.1033 -0.4541 -0.3228 0.232
H 2.9069 3.2141 -2.9982 -0.1684 0.8241 -0.4807 0.240
H 5.3067 0.6083 -4.7535 0.1180 -0.2221 0.6587 0.207
H 4.5575 -0.9277 -4.5442 0.0062 -0.7193 0.1491 0.216
H 5.3923 -0.1936 -3.0822 -0.1848 -0.0551 -0.7981 0.221
H 2.7703 1.7943 -5.9383 0.8026 0.2277 -0.1184 0.228
H 1.3376 1.3153 -5.2474 0.0758 -0.2859 0.3895 0.229
H 2.4581 0.0703 -5.7746 0.0460 0.2824 0.1654 0.225
H 2.5859 -0.1090 -1.4276 0.1807 -0.1351 0.3002 0.212
H 1.7279 -0.9877 -2.6997 -0.0272 -0.6509 -0.1835 0.213

=====

No. 3
69
Properties=species:S:1:pos:R:3:forces:R:3:nbo_charge:R:1 method="wB97M-V/def2-TZVPD" gap_ev=7.481 s2=0.81 molar_mass_g_mol=559.3 de_lowest_kcal_mol=1.26 charge=-1 spin_multiplicity=2
Mn 0.4339 0.0363 -0.2575 -0.6781 0.0528 0.0796 1.206
C 3.8243 -2.0564 1.2599 -0.0272 0.0143 -0.0408 -0.586
C 2.5799 -1.9711 2.1487 -0.0288 -0.0588 -0.0686 -0.251
C 2.3748 -0.5621 2.6946 0.0127 0.0389 0.1226 -0.587
C 1.3562 -2.5174 1.4601 -0.0415 0.0799 0.0147 0.199
C 0.9846 -3.8683 1.3691 0.0362 0.0030 0.1294 -0.348
C -0.2334 -3.8597 0.7261 -0.0792 -0.0400 0.0402 0.010
N -0.5560 -2.5904 0.4572 0.0538 0.1768 -0.1031 -0.323
N 0.4209 -1.7585 0.8886 0.2009 0.0472 -0.3053 -0.347
B -1.8442 -2.0138 -0.1569 -0.1718 -0.1274 0.0598 0.547
N -1.6513 -1.5164 -1.5944 0.0718 -0.0785 -0.0267 -0.322
C -2.0874 -2.0477 -2.7443 -0.0133 0.0242 0.0851 0.009
C -1.7208 -1.2067 -3.7692 -0.0163 0.1129 -0.0665 -0.349
C -1.0420 -0.1476 -3.1421 0.0115 0.1505 0.0185 0.200
N -0.9992 -0.3559 -1.8289 -0.0162 -0.3978 0.0958 -0.357
C -0.5321 1.1066 -3.8005 -0.0558 -0.0817 -0.0707 -0.257
C 0.2804 1.9973 -2.8745 0.0004 0.0376 0.0230 -0.585
C -1.7116 1.8910 -4.3902 -0.0386 0.0285 0.0183 -0.585
N -2.2810 -0.8054 0.7022 0.3561 0.1144 -0.1110 -0.313
C -3.4365 -0.6731 1.3620 -0.0243 -0.1526 -0.1157 0.007
C -3.4439 0.5456 1.9880 0.0251 0.1806 0.1387 -0.361
C -2.2065 1.1268 1.6622 0.0105 -0.3424 -0.2736 0.173
N -1.5019 0.3041 0.8676 -0.4115 0.3734 0.4954 -0.354
C -1.7402 2.4653 2.1496 -0.2802 -0.0034 0.0930 -0.243
C -0.4064 2.8510 1.5848 0.3122 0.2273 -0.1472 -0.594
C -1.6799 2.4826 3.6791 -0.0641 -0.0500 0.1038 -0.590
H 4.7178 -1.7903 1.8301 -0.0363 0.0003 -0.0266 0.204
H 3.7456 -1.3742 0.4141 -0.0008 0.0135 -0.0027 0.217
H 3.9560 -3.0616 0.8559 -0.0129 0.0205 0.0283 0.213
H 2.7390 -2.6324 3.0058 0.0495 -0.0407 0.0174 0.201
H 2.1489 0.1431 1.8995 -0.0391 0.0373 -0.1112 0.207
H 3.2911 -0.2055 3.1712 -0.0319 -0.0539 0.0354 0.212
H 1.5621 -0.5242 3.4253 0.0312 -0.0342 -0.0565 0.206
H 1.5220 -4.7207 1.7530 -0.0208 0.0502 -0.0222 0.222
H -0.9088 -4.6603 0.4671 0.0430 0.0379 0.0120 0.214
H -2.7068 -2.8603 -0.1465 0.0804 0.0599 0.0202 -0.043
H -2.6405 -2.9738 -2.7430 0.0335 0.0422 -0.0067 0.215
H -1.9234 -1.3219 -4.8216 0.0104 0.0073 0.0491 0.222
H 0.1132 0.7907 -4.6241 0.0281 0.0129 -0.0510 0.220
H -0.2611 2.1849 -1.9422 -0.0475 0.0057 0.0685 0.193
H 0.4617 2.9695 -3.3383 0.0040 -0.0466 -0.0081 0.217
H 1.2468 1.5641 -2.6380 -0.0009 -0.0296 -0.0123 0.223
H -2.3435 2.2820 -3.5861 0.0367 -0.0378 -0.0384 0.203
H -2.3366 1.2665 -5.0303 0.0322 0.0008 0.0074 0.206
H -1.3508 2.7370 -4.9808 -0.0063 -0.0336 0.0341 0.204
H -4.1712 -1.4623 1.3287 0.0457 0.0403 -0.0010 0.218
H -4.2258 0.9652 2.5998 0.0462 -0.0039 -0.0147 0.220
H -2.4872 3.1991 1.8321 -0.0504 0.0273 0.0002 0.207
H 0.3282 2.1193 1.9077 0.1770 -0.1378 0.0017 0.200
H -0.0903 3.8250 1.9649 -0.0092 0.0042 -0.0313 0.214
H -0.4011 2.8936 0.4938 -0.0054 -0.0362 0.0250 0.214
H -0.9381 1.7616 4.0338 -0.0213 0.0246 -0.0243 0.209
H -2.6402 2.2178 4.1249 0.0323 0.0138 -0.0189 0.207
H -1.3940 3.4722 4.0429 -0.0075 -0.0181 -0.0247 0.204
O 6.0923 4.3476 -0.6730 0.0327 -0.2968 -0.0452 -0.754
C 6.0128 3.2097 -1.1874 0.3316 0.3167 -0.2938 0.722
O 6.8109 2.5842 -1.9106 -0.1378 0.0874 0.1970 -0.733
C 4.6878 2.4828 -0.9030 -0.1634 -0.1635 0.0783 -0.045
C 3.7936 3.0099 0.0166 -0.1075 0.0776 0.0733 -0.180
C 2.6079 2.3578 0.2767 0.2053 -0.2857 -0.3317 0.007
N 2.2463 1.2150 -0.3359 0.1503 0.1293 0.4445 -0.558
C 3.1133 0.7052 -1.2325 0.0065 0.2947 0.1895 0.072
C 4.3256 1.2972 -1.5306 0.0850 0.0367 -0.0267 -0.196
C 2.6659 -0.5645 -1.8954 -0.2335 -0.4925 0.0418 0.737
O 3.3664 -1.0862 -2.7452 0.0079 -0.0840 -0.1140 -0.641
O 1.5375 -1.0084 -1.4509 0.6025 0.0418 -0.4730 -0.783
H 4.0516 3.9372 0.5120 -0.0074 -0.0314 -0.0157 0.242
H 1.9289 2.7569 0.9980 -0.2584 0.1109 0.2385 0.189
H 4.9881 0.8359 -2.2493 -0.0179 0.0029 -0.0003 0.272

=====

No. 4
67
Properties=species:S:1:pos:R:3:forces:R:3:nbo_charge:R:1 method="wB97M-V/def2-TZVPD" gap_ev="5.557 / 5.524" s2=0.80 molar_mass_g_mol=604.4 charge=-1 spin_multiplicity=2
Co -0.1039 0.2971 1.0179 -0.2929 -0.2429 0.6696 1.179
C -2.8228 -1.5594 3.8561 0.1325 -0.0492 0.1108 -0.621
C -2.3041 -0.7394 2.6776 0.0483 -0.0379 0.0504 0.091
O -1.5355 1.2754 3.9471 -0.0093 -0.0658 -0.0449 -0.577
C -3.1063 -1.0372 1.4458 -0.1352 -0.0771 -0.0652 -0.487
C -2.7689 -0.5882 0.1917 0.0532 -0.0438 -0.0936 0.272
C -3.6059 -0.9953 -0.9880 -0.0260 -0.0594 -0.0573 -0.649
N -1.6929 0.1790 -0.0403 0.0968 0.2381 0.0329 -0.526
N -1.4154 0.5187 -1.3703 -0.5637 -0.6050 0.3492 -0.381
C -0.3675 1.2484 -1.4236 0.5397 0.6932 0.0893 0.490
O 0.2718 1.7092 -0.3547 0.3466 -0.6223 -0.2940 -0.876
C 0.1980 1.5414 -2.7722 0.1266 0.1018 0.0876 -0.092
C 1.2987 2.3873 -2.8894 0.0174 0.0670 -0.1425 -0.210
C 1.9378 2.5610 -4.1140 -0.2422 0.0960 0.0626 -0.218
C 1.4913 1.8803 -5.2379 -0.0964 0.1112 0.0471 -0.243
C 0.3814 1.0476 -5.1321 -0.0768 -0.0031 0.0766 -0.242
C -0.2608 0.8809 -3.9140 -0.0611 0.0018 -0.0252 -0.137
H -2.3422 -1.2598 4.7925 -0.0405 -0.0483 -0.0372 0.202
H -2.6395 -2.6240 3.6863 -0.0361 0.0330 0.0146 0.208
H -3.8987 -1.4081 3.9602 0.0306 0.0005 -0.0128 0.213
H -3.9657 -1.6876 1.5566 0.0408 0.0439 -0.0410 0.198
H -4.5220 -1.4850 -0.6555 0.0337 0.0005 0.0008 0.193
H -3.0256 -1.6832 -1.6088 -0.0347 0.0489 0.0195 0.239
H -3.8470 -0.1289 -1.6041 -0.0255 -0.0367 0.0117 0.221
H 1.6592 2.8827 -1.9973 0.0179 -0.0175 0.0037 0.225
H 2.8030 3.2112 -4.1823 -0.0382 -0.0410 0.0091 0.201
H 2.0101 1.9852 -6.1842 -0.0160 0.0022 0.0249 0.200
H 0.0252 0.5065 -6.0025 0.0225 0.0077 0.0345 0.200
H -1.1051 0.2099 -3.8100 0.0615 0.0111 -0.0200 0.228
C 1.4585 -1.2597 2.9298 0.0377 -0.0284 -0.0779 -0.227
C 0.0600 -1.2529 3.5051 -0.0264 -0.0160 -0.0794 -0.237
N -0.8674 -1.0544 2.3885 0.1148 0.4273 -0.4940 -0.662
C -2.4618 0.7584 2.9740 0.1392 0.1228 -0.0672 -0.088
C -0.8659 2.4415 3.5163 0.0860 -0.1781 0.0445 0.103
N -0.0307 2.2324 2.3572 -0.2818 0.4998 -0.1496 -0.694
C 1.4093 2.4056 2.4916 -0.0995 -0.1062 -0.0909 -0.226
C 2.0283 1.1597 3.0990 -0.1367 -0.1706 -0.0838 -0.227
N 1.6993 0.0122 2.2497 -0.0863 0.3949 -0.3672 -0.660
H 1.5194 -2.0377 2.1681 0.0733 0.0112 -0.0035 0.239
H 2.1967 -1.4726 3.7110 0.0840 0.0465 0.0515 0.170
H -0.0636 -0.4311 4.2040 -0.0572 0.0217 0.0677 0.216
H -0.1132 -2.1867 4.0461 -0.1009 -0.0975 0.0248 0.182
H -0.8371 -1.8600 1.7608 -0.1611 -0.0468 0.0604 0.424
H -3.4775 0.9232 3.3403 -0.0595 0.0019 0.0504 0.177
H -2.3457 1.2869 2.0263 0.0085 0.0341 0.0356 0.208
H -0.2595 2.7528 4.3693 0.0330 0.0426 0.0632 0.163
H -1.5999 3.2245 3.3084 -0.0889 0.0764 -0.0524 0.157
H -0.3609 2.7327 1.5391 0.0222 -0.1372 -0.0216 0.419
H 1.6769 3.2968 3.0718 0.0419 0.0323 0.0666 0.168
H 1.8007 2.5178 1.4784 -0.0203 0.1051 0.0076 0.233
H 1.6050 0.9923 4.0925 0.0254 -0.0452 0.0142 0.189
H 3.1060 1.3007 3.2144 0.0984 -0.0621 0.0652 0.184
H 2.3557 -0.1108 1.4867 0.0128 -0.0049 0.0377 0.412
Br 4.3779 0.4483 -3.8467 0.2308 -0.2566 0.0722 0.011
C 3.0163 -0.8720 -3.6250 0.0334 0.0695 0.0308 -0.059
C 2.8095 -1.7856 -4.6454 -0.0778 -0.0342 0.0457 -0.259
C 1.8205 -2.7478 -4.4792 -0.0158 0.0447 0.0335 -0.222
C 1.0749 -2.7927 -3.3077 -0.0079 -0.0083 -0.0861 -0.203
C 1.3138 -1.8845 -2.2859 0.1113 -0.0508 0.0983 -0.044
C 2.2860 -0.9031 -2.4510 0.0549 -0.0209 -0.0286 -0.248
C 0.5497 -1.9987 -0.9687 -0.1246 0.3627 0.1457 0.772
O -0.3726 -2.8119 -0.9047 -0.0040 -0.1052 0.0881 -0.704
O 0.9563 -1.2241 -0.0380 0.2262 -0.4323 -0.3473 -0.869
H 3.4088 -1.7454 -5.5448 -0.0181 0.0155 -0.0097 0.214
H 1.6412 -3.4678 -5.2695 -0.0083 0.0190 0.0106 0.202
H 0.2959 -3.5290 -3.1537 0.0447 -0.0027 -0.0035 0.235
H 2.4425 -0.1829 -1.6591 0.0229 -0.0311 -0.0127 0.251